C20H19FN2O4 | the ωB97M-V functional and the def2-TZVPD basis

Last columns: bonded neighbours and bond lengths (Å).
CARTESIAN COORDINATES (ANGSTROEM)
1 O 2.53500 0.50400 -0.68605  C2 1.220
2 C 1.67431 -0.28066 -1.04886  O1 1.220, N3 1.408, C16 1.302
3 N 1.34635 -1.44794 -0.33266  C2 1.408, C4 1.514, H15 0.936
4 C 2.07778 -1.80258 0.94504  N3 1.514, C5 1.479, C9 1.506
5 C 3.11022 -0.96061 1.58626  C4 1.479, C6 1.556, H14 0.897
6 C 3.52280 -1.44019 3.00777  C5 1.556, C7 1.395, H13 1.097
7 C 3.20035 -2.64414 3.63363  C6 1.395, C8 1.665, H12 0.969
8 C 2.29224 -3.61541 2.63186  C7 1.665, C9 1.337, H11 1.258
9 C 1.79351 -3.18631 1.46833  C4 1.506, C8 1.337, F10 1.283
10 F 0.92027 -3.84744 0.80071  C9 1.283
11 H 1.84275 -4.68066 3.12830  C8 1.258
12 H 3.53255 -3.22059 4.33767  C7 0.969
13 H 4.27415 -0.73652 3.38656  C6 1.097
14 H 3.09632 -0.09494 1.35293  C5 0.897
15 H 0.82661 -2.15933 -0.64987  N3 0.936
16 C 0.80756 -0.19408 -2.01721  C2 1.302, H17 1.247, H18 1.072, O19 1.437
17 H 1.45018 0.09782 -3.04495  C16 1.247
18 H 0.10302 -0.98387 -2.18789  C16 1.072
19 O -0.06222 0.94790 -1.96082  C16 1.437, C20 1.321
20 C 0.49997 2.12766 -2.15127  O19 1.321, O21 1.402, C22 1.505
21 O 1.40994 2.19788 -3.21594  C20 1.402
22 C -0.02989 3.18308 -1.21817  C20 1.505, H23 1.185, C24 1.524, C28 1.296
23 H 0.09621 4.15744 -1.88120  C22 1.185
24 C -1.49087 3.04247 -0.80688  C22 1.524, N25 1.245, H45 1.254, H46 1.220
25 N -1.37467 2.12845 0.03111  C24 1.245, C26 1.429, C31 1.477
26 C -0.14965 2.33400 0.73785  N25 1.429, O27 1.283, C28 1.411
27 O 0.36086 1.82081 1.79695  C26 1.283
28 C 0.66820 3.08671 -0.13103  C22 1.296, C26 1.411, H29 1.210, H30 1.296
29 H 1.82228 2.73542 -0.04373  C28 1.210
30 H 0.89763 4.22393 0.44688  C28 1.296
31 C -2.50367 1.45312 0.70244  N25 1.477, C32 1.496, H43 1.249, H44 1.028
32 C -2.47256 0.18522 -0.09111  C31 1.496, C33 1.309, C37 1.468
33 C -1.85214 -0.86172 0.39233  C32 1.309, C34 1.339, H42 1.299
34 C -1.75938 -1.99438 -0.31564  C33 1.339, C35 1.400, H41 0.966
35 C -2.62643 -2.12535 -1.40704  C34 1.400, C36 1.471, H40 1.180
36 C -3.63213 -1.13833 -1.82866  C35 1.471, C37 1.376, H39 0.973
37 C -3.33475 0.08601 -1.27491  C32 1.468, C36 1.376, H38 1.228
38 H -4.08759 1.05209 -1.18214  C37 1.228
39 H -4.11196 -1.15522 -2.67544  C36 0.973
40 H -2.82286 -3.20152 -1.85038  C35 1.180
41 H -1.35896 -2.75896 0.11769  C34 0.966
42 H -1.21742 -0.84172 1.52600  C33 1.299
43 H -2.13734 1.30549 1.88708  C31 1.249
44 H -3.22386 2.18619 0.73331  C31 1.028
45 H -1.95196 2.35292 -1.74721  C24 1.254
46 H -1.96079 4.16386 -0.90163  C24 1.220

Properties
ΔE to the lowest compared entry with this formula, charge and spin = 16.334 eV
total charge = 0
orbital gap = 8.82 eV

natural (NBO) population analysis, charges in e, atoms 1 to 4: number 1, O, carries -0.563; number 2, C, carries 0.606; number 3, N, carries -0.600; number 4, C, carries 0.130